[1]
{
  "formula": "C16H18N4O2",
  "method": "ωB97M-V/def2-TZVPD",
  "species": ["C", "C", "C", "C", "C", "O", "N", "C", "N", "C", "C", "C", "C", "H", "H", "N", "C", "O", "C", "C", "C", "C", "N", "C", "H", "H", "H", "H", "H", "H", "H", "H", "H", "H", "H", "H", "H", "H", "H", "H"],
  "coordinates": [[3.239, -4.426, -5.366], [3.065, -4.001, -3.913], [3.993, -2.846, -3.527], [3.609, -1.498, -4.166], [3.070, -0.498, -3.160], [3.544, 0.604, -3.004], [1.993, -0.973, -2.466], [1.255, -0.358, -1.465], [0.282, -1.126, -0.984], [-0.499, -0.662, -0.029], [-0.350, 0.616, 0.510], [0.674, 1.418, -0.001], [1.493, 0.936, -0.999], [2.291, 1.526, -1.415], [0.824, 2.416, 0.388], [-1.166, 1.137, 1.515], [-2.178, 0.517, 2.190], [-2.514, -0.637, 2.024], [-2.849, 1.394, 3.195], [-3.384, 0.806, 4.340], [-4.022, 1.604, 5.272], [-4.109, 2.966, 5.018], [-3.637, 3.530, 3.920], [-3.031, 2.766, 3.031], [-2.702, 3.283, 2.136], [-4.585, 3.640, 5.718], [-4.442, 1.183, 6.172], [-3.285, -0.261, 4.476], [-0.943, 2.085, 1.788], [-1.269, -1.331, 0.323], [1.668, -1.911, -2.663], [4.472, -1.035, -4.643], [2.846, -1.647, -4.932], [5.007, -3.110, -3.831], [4.004, -2.742, -2.440], [2.021, -3.725, -3.741], [3.285, -4.854, -3.268], [4.261, -4.754, -5.544], [3.023, -3.605, -6.046], [2.569, -5.249, -5.604]],
  "nbo_charge": [-0.607, -0.388, -0.402, -0.506, 0.696, -0.604, -0.620, 0.358, -0.445, 0.031, 0.068, -0.171, -0.277, 0.264, 0.210, -0.585, 0.664, -0.596, -0.187, -0.125, -0.253, 0.049, -0.413, 0.046, 0.190, 0.196, 0.225, 0.239, 0.402, 0.235, 0.414, 0.239, 0.221, 0.211, 0.212, 0.183, 0.208, 0.204, 0.200, 0.213],
  "total_charge": 0,
  "smiles": "CCCCC(=O)Nc1ccc(NC(=O)c2cccnc2)cn1",
  "e_lumo_ev": 0.299,
  "spin_multiplicity": 1,
  "max_force_ev_per_a": 0.7,
  "homo_energy_ha": -0.3053
}


[2]
{
  "formula": "C16H18N4O3S",
  "method": "ωB97M-V/def2-TZVPD",
  "species": ["O", "C", "N", "N", "C", "C", "C", "C", "C", "C", "C", "H", "O", "H", "H", "H", "H", "H", "H", "C", "C", "C", "S", "C", "N", "N", "C", "H", "H", "C", "H", "O", "C", "H", "C", "H", "H", "H", "H", "H", "H", "H"],
  "coordinates": [[-0.374, -3.090, 0.770], [0.506, -2.255, 0.307], [1.814, -2.180, 0.710], [2.620, -1.407, 0.316], [3.788, -1.637, 0.611], [4.722, -0.598, 0.408], [5.993, -0.770, 1.002], [7.034, 0.278, 0.327], [6.695, 1.320, -0.508], [5.489, 1.390, -0.906], [4.410, 0.733, -0.493], [3.360, 0.740, -0.988], [5.125, 2.257, -1.857], [5.891, 3.081, -1.896], [7.504, 1.982, -0.841], [7.994, 0.122, 0.946], [6.364, -1.613, 1.561], [4.038, -2.310, 1.531], [2.023, -2.918, 1.315], [0.016, -1.057, -0.519], [-1.457, -1.033, -1.048], [-2.246, -1.883, -1.449], [-3.796, -1.397, -1.672], [-3.430, 0.028, -0.697], [-2.122, 0.233, -0.791], [-4.192, 0.983, -0.680], [-5.684, 0.492, -0.699], [-5.863, 0.027, -1.427], [-6.288, 1.546, -0.923], [-6.139, 0.275, 0.786], [-7.246, 0.303, 0.691], [-5.900, 1.320, 1.501], [-4.450, 1.641, 1.693], [-4.367, 2.282, 2.370], [-3.981, 1.931, 0.295], [-2.825, 2.322, 0.352], [-4.399, 2.931, -0.211], [-3.945, 0.726, 2.287], [-5.709, -0.580, 1.047], [-1.917, -2.788, -1.904], [0.721, -1.331, -1.380], [0.223, -0.096, 0.063]],
  "nbo_charge": [-0.607, 0.661, -0.367, -0.160, -0.029, -0.021, -0.264, -0.121, -0.326, 0.233, -0.234, 0.253, -0.649, 0.462, 0.227, 0.213, 0.220, 0.148, 0.361, -0.522, 0.141, -0.465, 0.347, 0.263, -0.514, -0.436, -0.183, 0.159, 0.182, -0.052, 0.192, -0.519, -0.069, 0.184, -0.266, 0.253, 0.222, 0.176, 0.160, 0.238, 0.237, 0.273],
  "total_charge": 0,
  "smiles": "O=C(Cc1csc(N2CCOCC2)n1)N/N=C/c1cccc(O)c1",
  "e_lumo_ev": -0.081,
  "spin_multiplicity": 1,
  "max_force_ev_per_a": 16.9,
  "homo_energy_ha": -0.2894
}


[3]
{
  "formula": "C16H18N4OS2",
  "method": "ωB97M-V/def2-TZVPD",
  "species": ["C", "C", "C", "H", "C", "N", "C", "N", "N", "C", "S", "C", "H", "C", "O", "C", "C", "N", "C", "C", "C", "C", "C", "C", "H", "H", "H", "H", "H", "H", "H", "S", "H", "H", "H", "H", "H", "H", "H", "H", "H"],
  "coordinates": [[-5.976, -1.921, -0.283], [-4.556, -1.812, 0.261], [-4.384, -0.685, 1.280], [-5.072, -0.839, 2.113], [-4.633, 0.716, 0.709], [-3.781, 1.033, -0.418], [-2.471, 1.264, -0.228], [-1.909, 1.479, 0.912], [-0.610, 1.754, 0.832], [-0.142, 1.744, -0.362], [1.510, 2.009, -0.806], [2.305, 2.007, 0.841], [1.548, 1.681, 1.551], [3.521, 1.097, 0.822], [4.610, 1.530, 1.137], [3.329, -0.262, 0.336], [4.335, -0.948, -0.309], [3.882, -2.143, -0.748], [2.569, -2.291, -0.382], [1.703, -3.352, -0.604], [0.425, -3.249, -0.098], [0.035, -2.128, 0.637], [0.894, -1.075, 0.864], [2.177, -1.125, 0.319], [0.568, -0.240, 1.462], [-0.965, -2.090, 1.044], [-0.280, -4.051, -0.256], [2.025, -4.228, -1.148], [4.415, -2.814, -1.277], [5.336, -0.613, -0.499], [2.619, 3.026, 1.070], [-1.344, 1.377, -1.602], [-4.046, 0.658, -1.315], [-4.425, 1.455, 1.485], [-5.667, 0.826, 0.380], [-3.367, -0.709, 1.674], [-3.855, -1.672, -0.566], [-4.293, -2.754, 0.748], [-6.068, -2.794, -0.925], [-6.688, -2.022, 0.534], [-6.248, -1.046, -0.868]],
  "nbo_charge": [-0.610, -0.400, -0.414, 0.205, -0.220, -0.605, 0.260, -0.358, -0.312, -0.135, 0.301, -0.622, 0.278, 0.558, -0.541, -0.271, 0.072, -0.510, 0.117, -0.240, -0.215, -0.221, -0.225, -0.004, 0.229, 0.211, 0.212, 0.213, 0.417, 0.227, 0.251, 0.299, 0.395, 0.227, 0.200, 0.221, 0.192, 0.207, 0.213, 0.205, 0.192],
  "total_charge": 0,
  "smiles": "CCCCNc1nnc(SCC(=O)c2c[nH]c3ccccc23)s1",
  "e_lumo_ev": 0.406,
  "spin_multiplicity": 1,
  "max_force_ev_per_a": 1.8,
  "homo_energy_ha": -0.2915
}


[4]
{
  "formula": "C16H18N6O4",
  "method": "ωB97M-V/def2-TZVPD",
  "species": ["C", "C", "N", "C", "C", "N", "C", "C", "O", "C", "C", "O", "C", "C", "C", "N", "C", "O", "C", "C", "C", "C", "N", "N", "N", "O", "H", "H", "H", "H", "H", "H", "H", "H", "H", "H", "H", "H", "H", "H", "H", "H", "H", "H"],
  "coordinates": [[4.033, 4.170, -1.507], [4.090, 3.023, -0.572], [3.414, 1.921, -0.603], [3.892, 1.256, 0.502], [3.404, -0.103, 0.896], [3.556, -1.057, -0.190], [4.924, -1.470, -0.473], [2.664, -1.189, -1.216], [2.980, -1.709, -2.274], [1.255, -0.734, -1.064], [0.418, -0.621, -2.114], [-0.792, -0.212, -1.651], [-0.629, -0.103, -0.313], [-1.815, 0.312, 0.500], [-1.425, 0.616, 1.938], [-2.844, -0.715, 0.423], [-4.102, -0.452, -0.019], [-4.475, 0.655, -0.355], [-5.030, -1.632, 0.032], [-6.479, -1.398, -0.213], [-6.010, -1.591, 1.200], [-6.299, -2.825, 1.883], [-6.516, -3.818, 2.420], [0.555, -0.397, 0.093], [4.800, 1.898, 1.167], [4.937, 3.092, 0.457], [3.303, 3.958, -2.283], [3.750, 5.077, -0.975], [5.010, 4.335, -1.960], [3.984, -0.447, 1.751], [2.360, -0.039, 1.187], [4.910, -2.387, -1.054], [5.464, -0.710, -1.045], [5.438, -1.635, 0.472], [0.528, -0.783, -3.170], [-2.258, 1.194, 0.035], [-0.676, 1.406, 1.971], [-2.307, 0.939, 2.489], [-1.004, -0.266, 2.420], [-2.620, -1.646, 0.736], [-4.609, -2.601, -0.202], [-6.758, -0.393, -0.493], [-7.048, -2.200, -0.660], [-5.972, -0.717, 1.837]],
  "nbo_charge": [-0.675, 0.545, -0.511, 0.297, -0.274, -0.410, -0.414, 0.659, -0.615, -0.043, 0.135, -0.399, 0.501, -0.119, -0.603, -0.600, 0.678, -0.618, -0.302, -0.367, -0.330, 0.279, -0.315, -0.476, -0.147, -0.293, 0.248, 0.243, 0.244, 0.224, 0.271, 0.237, 0.197, 0.200, 0.230, 0.260, 0.227, 0.221, 0.217, 0.402, 0.241, 0.255, 0.235, 0.263],
  "total_charge": 0,
  "smiles": "Cc1nc(CN(C)C(=O)c2coc([C@H](C)NC(=O)[C@@H]3C[C@H]3C#N)n2)no1",
  "e_lumo_ev": 0.507,
  "spin_multiplicity": 1,
  "max_force_ev_per_a": 0.2,
  "homo_energy_ha": -0.3519
}


[5]
{
  "formula": "C16H18N7O9P2Pd",
  "method": "ωB97M-V/def2-TZVPD",
  "species": ["Pd", "O", "N", "O", "C", "C", "C", "C", "C", "C", "N", "C", "C", "N", "C", "C", "C", "C", "H", "H", "H", "H", "H", "H", "H", "C", "C", "O", "P", "O", "O", "O", "P", "O", "O", "O", "H", "H", "H", "H", "H", "H", "H", "N", "C", "N", "N", "C", "N", "H", "H", "H", "H"],
  "coordinates": [[0.131, -0.417, 0.242], [-2.412, 5.397, -3.001], [-2.394, 4.450, -3.742], [-2.832, 4.376, -4.865], [-1.894, 3.158, -3.182], [-1.466, 2.218, -4.152], [-0.929, 0.986, -3.778], [-0.493, 0.024, -4.722], [0.022, -1.162, -4.258], [0.117, -1.349, -2.880], [-0.282, -0.438, -1.976], [-0.810, 0.694, -2.406], [-1.319, 1.650, -1.412], [-1.273, 1.287, -0.145], [-1.767, 2.100, 0.803], [-2.332, 3.341, 0.513], [-2.379, 3.759, -0.792], [-1.869, 2.901, -1.814], [-1.565, 2.476, -5.201], [-0.573, 0.228, -5.783], [0.354, -1.939, -4.932], [0.528, -2.267, -2.478], [-1.706, 1.737, 1.820], [-2.725, 3.957, 1.309], [-2.798, 4.721, -1.046], [4.840, 0.022, 1.986], [3.480, 0.617, 1.782], [3.438, 1.924, 2.085], [2.048, -0.269, 2.658], [2.063, -1.762, 2.188], [2.544, -0.382, 4.134], [0.759, 0.413, 2.388], [2.974, 0.550, -0.259], [2.723, -1.013, -0.488], [4.182, 1.040, -0.914], [1.615, 1.191, -0.211], [5.090, 0.051, 3.050], [5.582, 0.619, 1.456], [4.889, -1.009, 1.637], [2.553, 2.306, 1.936], [2.648, -2.375, 2.657], [2.356, 0.324, 4.771], [3.499, -1.468, -0.854], [-3.091, -4.585, 4.232], [-2.595, -4.343, 3.027], [-2.505, -5.337, 2.139], [-2.215, -3.101, 2.761], [-1.579, -2.574, 1.806], [-0.993, -1.993, 0.976], [-3.435, -5.492, 4.501], [-3.177, -3.827, 4.888], [-2.842, -6.264, 2.340], [-2.186, -5.152, 1.205]],
  "mulliken_spin": [1.502, -0.033, -0.014, 0.081, 0.260, 0.161, 0.049, 0.077, -0.017, 0.036, 0.109, 0.093, 0.148, 0.142, 0.061, -0.025, 0.092, 0.039, -0.020, 0.001, 0.003, 0.000, 0.003, 0.003, -0.001, 0.019, 0.254, 0.240, 0.056, 0.015, 0.032, 0.051, 0.071, 0.049, 0.171, 0.163, 0.022, 0.003, -0.003, -0.001, -0.002, -0.001, 0.002, 0.000, 0.000, 0.000, 0.009, 0.003, 0.095, 0.000, 0.000, 0.000, 0.000],
  "total_charge": 3,
  "s2": 6.031,
  "e_lumo_ev": [-10.316, -13.037],
  "spin_multiplicity": 5,
  "max_force_ev_per_a": 0.9,
  "homo_energy_ha": [-0.6335, -0.6310]
}


[6]
{
  "formula": "C16H18N8RuS2",
  "method": "ωB97M-V/def2-TZVPD",
  "species": ["Ru", "C", "C", "N", "N", "C", "N", "S", "C", "C", "C", "C", "C", "N", "H", "H", "H", "H", "H", "H", "H", "H", "H", "C", "C", "N", "N", "C", "N", "S", "C", "C", "C", "C", "C", "N", "H", "H", "H", "H", "H", "H", "H", "H", "H"],
  "coordinates": [[1.256, 0.261, 0.196], [-2.215, 3.265, 0.739], [-1.177, 2.196, 0.875], [-0.514, 1.729, -0.138], [-0.734, 2.139, -1.375], [0.185, 1.957, -2.272], [-0.093, 2.148, -3.571], [1.829, 1.502, -1.873], [-0.837, 1.620, 2.164], [-1.616, 1.815, 3.311], [-1.212, 1.262, 4.510], [-0.042, 0.510, 4.547], [0.681, 0.357, 3.376], [0.303, 0.895, 2.221], [-2.281, 3.566, -0.304], [-1.964, 4.134, 1.346], [-3.187, 2.892, 1.061], [-0.991, 2.532, -3.817], [0.664, 2.216, -4.232], [-2.523, 2.393, 3.252], [-1.800, 1.406, 5.405], [0.307, 0.065, 5.465], [1.601, -0.218, 3.360], [1.245, -2.371, -3.090], [0.912, -1.923, -1.705], [1.825, -1.592, -0.827], [3.109, -1.781, -1.053], [3.980, -1.251, -0.242], [5.266, -1.585, -0.356], [3.599, -0.074, 1.010], [-0.460, -1.870, -1.220], [-1.544, -2.425, -1.909], [-2.803, -2.366, -1.336], [-2.956, -1.785, -0.086], [-1.831, -1.260, 0.536], [-0.633, -1.282, -0.018], [2.224, -1.986, -3.367], [0.503, -2.010, -3.797], [1.282, -3.459, -3.148], [5.558, -2.237, -1.065], [5.955, -1.157, 0.237], [-1.400, -2.899, -2.867], [-3.654, -2.776, -1.856], [-3.919, -1.743, 0.396], [-1.895, -0.810, 1.519]],
  "mulliken_spin": [1.025, 0.002, 0.014, 0.001, -0.003, 0.015, -0.002, -0.030, -0.018, 0.003, 0.000, -0.002, 0.001, 0.009, -0.001, 0.000, 0.000, 0.000, 0.001, 0.000, 0.000, 0.000, -0.001, 0.002, -0.002, -0.033, 0.002, 0.003, -0.001, -0.039, -0.001, 0.003, -0.001, 0.004, -0.007, 0.054, -0.001, 0.001, 0.001, 0.000, 0.000, 0.000, 0.000, 0.000, 0.000],
  "total_charge": 1,
  "s2": 0.779,
  "e_lumo_ev": [-4.196, -4.053],
  "spin_multiplicity": 2,
  "max_force_ev_per_a": 2.9,
  "homo_energy_ha": [-0.3930, -0.3898]
}


Q: Number 2 is which compound?
A: C16H18N4O3S